1.
This record from the Open Molecules 2025 dataset describes an isolated molecule of C3H4FNO at a distorted geometry. The level of theory is ωB97M-V with the def2-TZVPD basis set.

Element x y z (Å)
C 0.154 0.913 -0.216
C -1.012 -0.017 0.111
C -2.309 0.220 0.261
H 2.880 -0.324 0.420
H -0.024 1.969 -0.772
H -3.087 -0.469 0.155
H -2.680 1.307 0.890
N 1.511 0.808 -0.173
O 1.986 -0.547 0.388
F -0.506 -1.162 -0.391

## Properties
HOMO, Eh: -0.36517
Spin multiplicity: 1
SMILES: C=C(F)/C=N\O
Orbital gap, eV: 10.04


2.
This record from the Open Molecules 2025 dataset describes the ion C4H8N2 with charge +2 at a distorted geometry. The level of theory is ωB97M-V with the def2-TZVPD basis set.

Element x y z (Å)
C -1.647 0.173 1.376
C 0.224 -0.547 -0.995
C -1.894 0.055 0.033
C 2.390 0.275 -0.010
N -1.081 -0.563 -0.911
N 1.083 0.061 -0.189
H -1.044 -0.197 2.250
H 0.592 -1.221 -1.867
H -2.916 0.545 -0.254
H -2.376 0.972 1.810
H 2.642 0.226 1.155
H 2.649 1.369 -0.183
H 3.059 -0.423 -0.432
H -1.680 -0.727 -1.783

## Properties
HOMO (spin up / spin down), Eh: -0.76062 / -0.73971
Spin multiplicity: 1
Net charge: +2
Orbital gap (spin up / spin down), eV: 7.38 / 7.28


3.
This record from the Open Molecules 2025 dataset describes a structure of composition C3H4N2O at a distorted geometry. The level of theory is ωB97M-V with the def2-TZVPD basis set.

Element x y z (Å)
C 2.426 0.002 -0.053
C 0.085 -0.786 -0.152
C -1.415 0.423 0.178
N -1.435 1.603 -0.126
N 1.619 -0.862 -0.270
O 3.350 0.618 0.160
H -0.015 -1.588 0.628
H -0.227 -1.139 -1.147
H -2.106 -0.286 0.700
H -2.282 2.015 0.081

## Properties
HOMO, Eh: -0.35332
Spin multiplicity: 1
Orbital gap, eV: 10.36


4.
This record from the Open Molecules 2025 dataset describes a cluster of 2 separate species, C41H43N3O2 in total at a distorted geometry. The level of theory is ωB97M-V with the def2-TZVPD basis set.

Element x y z (Å)
C 2.554 -0.460 -5.200
C 2.399 0.914 -4.572
C 3.721 1.411 -4.022
C 1.846 1.918 -5.583
O 1.345 0.827 -3.501
C 1.624 0.351 -2.237
C 1.997 1.407 -1.280
N 2.467 1.061 -0.124
C 3.128 1.698 0.830
C 3.362 0.972 2.082
C 3.881 1.564 3.256
C 4.108 0.796 4.396
C 3.763 -0.560 4.407
C 3.187 -1.141 3.272
C 3.017 -0.387 2.115
C 3.712 3.031 0.618
C 5.034 3.280 1.039
C 5.656 4.495 0.761
C 4.961 5.480 0.052
C 3.639 5.257 -0.349
C 3.023 4.038 -0.080
O 1.560 -0.830 -1.939
H 1.597 -0.816 -5.604
H 3.275 -0.415 -6.030
H 2.933 -1.183 -4.468
H 3.639 2.461 -3.712
H 4.071 0.804 -3.178
H 4.482 1.351 -4.813
H 1.865 2.926 -5.149
H 2.454 1.933 -6.500
H 0.810 1.677 -5.853
H 2.007 2.426 -1.703
H 4.122 2.629 3.254
H 4.557 1.267 5.272
H 3.963 -1.155 5.292
H 2.885 -2.186 3.281
H 2.625 -0.834 1.205
H 5.583 2.495 1.560
H 6.680 4.669 1.095
H 5.439 6.426 -0.184
H 3.071 6.023 -0.872
H 1.996 3.854 -0.386
C 0.762 -5.366 -2.607
N 0.046 -4.404 -1.781
C 0.580 -3.445 -0.969
C -0.470 -2.688 -0.358
C -0.377 -1.459 0.298
C -1.502 -0.836 0.986
C -2.564 -0.341 0.197
C -3.739 0.135 0.750
C -3.894 0.169 2.165
N -5.006 0.758 2.715
C -5.852 1.598 1.882
C -6.106 0.964 0.523
C -4.776 0.688 -0.168
C -5.014 1.165 4.107
C -4.316 0.155 5.005
C -2.927 -0.209 4.475
C -2.820 -0.280 2.984
C -1.626 -0.680 2.396
C -1.712 -3.408 -0.731
C -3.054 -3.319 -0.387
C -4.017 -4.050 -1.109
C -3.637 -4.962 -2.108
C -2.274 -5.162 -2.389
C -1.350 -4.389 -1.685
H 0.039 -5.867 -3.259
H 1.515 -4.866 -3.230
H 1.259 -6.128 -1.988
H 1.650 -3.304 -0.870
H 0.576 -0.923 0.254
H -2.464 -0.385 -0.892
H -6.795 1.780 2.414
H -5.368 2.584 1.724
H -6.669 0.031 0.632
H -6.709 1.645 -0.085
H -4.394 1.624 -0.608
H -4.920 0.002 -1.011
H -4.518 2.151 4.220
H -6.061 1.300 4.410
H -4.230 0.590 6.006
H -4.925 -0.752 5.099
H -2.209 0.534 4.851
H -2.616 -1.165 4.917
H -0.780 -0.954 3.035
H -3.355 -2.698 0.452
H -5.080 -3.909 -0.897
H -4.393 -5.519 -2.666
H -1.942 -5.880 -3.142

## Properties
HOMO, Eh: -0.18313
Spin multiplicity: 1
Orbital gap, eV: 3.14


5.
This record from the Open Molecules 2025 dataset describes a structure of composition C37H28BrCsIN5O3STe at a distorted geometry. The level of theory is ωB97M-V with the def2-TZVPD basis set.

Element x y z (Å)
Cs -0.767 1.695 -0.704
O -1.272 3.986 1.452
C -1.166 2.824 1.914
N -2.032 1.839 1.964
C -3.359 2.111 1.533
C -4.129 3.046 2.238
C -5.434 3.346 1.902
C -6.015 2.702 0.809
C -5.273 1.778 0.099
C -3.950 1.446 0.436
N -3.315 0.393 -0.276
C -3.227 0.493 -1.581
O -3.354 1.510 -2.311
C -2.899 -0.808 -2.322
C -3.172 -0.860 -3.688
C -2.943 -2.041 -4.368
C -2.406 -3.121 -3.680
C -2.135 -2.963 -2.329
N -2.401 -1.847 -1.653
C 0.245 2.459 2.383
C 0.909 3.245 3.328
C 2.218 2.943 3.640
C 2.851 1.884 2.991
C 2.122 1.167 2.061
N 0.847 1.440 1.767
H -3.647 3.550 3.069
H -5.989 4.080 2.476
H -7.036 2.921 0.515
H -5.706 1.274 -0.757
H -3.546 0.036 -4.165
H -3.157 -2.111 -5.429
H -2.179 -4.057 -4.177
H -1.684 -3.768 -1.755
H 0.387 4.084 3.769
H 2.755 3.536 4.373
H 3.884 1.628 3.190
H 2.564 0.340 1.510
O 0.505 0.644 -2.601
N 0.642 -0.439 -3.363
C 0.207 -0.332 -4.643
C 0.324 -1.348 -5.544
C 0.903 -2.545 -5.096
C 1.305 -2.653 -3.795
C 1.190 -1.598 -2.841
S 1.684 -1.719 -1.222
H -0.227 0.633 -4.857
H -0.043 -1.210 -6.551
H 1.019 -3.388 -5.768
H 1.740 -3.567 -3.414
C 0.164 -1.485 2.925
Te -1.385 -0.997 1.498
C -1.150 -3.099 1.034
C -0.626 -3.762 2.286
C -0.760 -5.124 2.548
C -0.262 -5.692 3.715
C 0.396 -4.891 4.642
C 0.543 -3.533 4.387
C 0.034 -2.957 3.225
H 0.043 -0.887 3.828
H 1.135 -1.249 2.488
H -0.437 -3.175 0.209
H -2.105 -3.519 0.721
H -1.274 -5.745 1.821
H -0.390 -6.752 3.902
H 0.785 -5.319 5.559
H 1.051 -2.899 5.107
Br 4.405 4.877 -3.069
C 5.176 3.868 -1.656
C 6.357 4.370 -1.121
C 6.985 3.701 -0.084
C 6.427 2.529 0.408
C 5.250 2.039 -0.137
C 4.594 2.701 -1.181
I 2.809 1.839 -1.869
H 6.772 5.286 -1.520
H 7.902 4.099 0.334
H 6.905 1.995 1.221
H 4.816 1.126 0.251

## Properties
HOMO, Eh: -0.05979
Spin multiplicity: 1
Net charge: -2
Orbital gap, eV: 5.28


6.
This record from the Open Molecules 2025 dataset describes a cluster of 2 separate species, C18H31Br2ClNO5S in total at a distorted geometry. The level of theory is ωB97M-V with the def2-TZVPD basis set.

Element x y z (Å)
C -0.982 -0.014 -3.639
C -0.379 -0.299 -2.641
C 0.296 -0.790 -1.417
C 1.701 -1.366 -1.797
Br 2.383 -2.501 -0.363
C 1.803 -1.983 -3.211
C 0.909 -3.179 -3.500
Br 3.667 -2.580 -3.477
C 0.432 0.527 -0.651
C 1.557 1.524 -0.732
O 2.573 0.993 0.070
C 2.811 1.676 1.314
C 3.025 0.675 2.438
C 1.729 0.053 2.960
N -0.567 0.710 0.135
C -1.549 -0.397 0.146
Cl -1.863 -0.653 1.914
C -2.842 -0.094 -0.587
C -3.820 0.868 0.147
C -4.712 1.521 -0.932
O -4.628 0.192 1.081
C -0.616 -1.535 -0.381
S -1.440 -3.074 -0.866
C -2.406 -3.577 0.557
O -0.454 -4.091 -1.083
O -2.340 -2.796 -1.956
H -1.525 0.405 -4.456
H 2.379 -0.515 -1.788
H 1.707 -1.200 -3.956
H 1.220 -4.036 -2.913
H -0.146 -2.947 -3.363
H 1.038 -3.437 -4.553
H 1.225 2.524 -0.446
H 1.914 1.578 -1.766
H 1.992 2.338 1.605
H 3.723 2.263 1.205
H 3.746 -0.088 2.142
H 3.484 1.234 3.256
H 1.324 -0.709 2.291
H 0.984 0.825 3.170
H 1.923 -0.445 3.911
H -0.666 1.519 0.738
H -3.380 -1.026 -0.751
H -2.649 0.338 -1.565
H -3.278 1.680 0.632
H -5.035 0.786 -1.673
H -5.614 1.906 -0.456
H -4.222 2.361 -1.426
H -5.176 -0.431 0.592
H 0.017 -1.728 0.486
H -2.435 -4.662 0.470
H -1.875 -3.347 1.478
H -3.400 -3.143 0.536
C 2.794 4.917 3.929
O 3.619 4.102 3.094
H 2.015 5.345 3.303
H 2.329 4.323 4.720
H 3.370 5.728 4.376
H 4.312 3.734 3.649

## Properties
HOMO, Eh: -0.45440
Spin multiplicity: 1
Net charge: +1
Orbital gap, eV: 8.09